Below is a cluster of 2 separate species, C4H12N2O2 in total at a distorted geometry, with properties calculated with wB97M-V/def2-TZVPD.

Geometry (Å):
O: -1.182 -1.800 1.340
O: 1.114 -1.022 0.736
N: 1.526 1.294 0.727
N: -1.257 -0.440 -1.267
C: -0.156 0.434 -0.892
C: -0.658 -1.585 -2.059
C: 0.626 0.182 0.304
C: 0.726 2.418 1.115
H: 0.560 3.216 0.369
H: 0.533 0.747 -1.733
H: -0.454 0.377 0.711
H: 0.184 -2.057 -1.509
H: -0.303 -1.268 -3.056
H: -1.808 -0.723 -0.494
H: 1.174 3.020 1.985
H: -1.489 -2.373 -2.262
H: -0.300 -1.556 0.807
H: -0.251 2.081 1.450
H: -0.673 -1.839 2.146
H: 2.087 0.894 1.582

Kohn-Sham gap = 6.710 eV
HOMO level = -8.9 eV
2S+1 = 1
energy above the lowest of the compared OMol25 structures with the same formula, charge and spin = 7.437 eV
total charge = 0

---

Below is the ion C15H31N4O3 with charge +1 at a distorted geometry, with properties calculated with wB97M-V/def2-TZVPD.

Geometry (Å):
O: 0.106 1.171 -0.140
O: 1.156 -2.304 -3.293
O: -0.761 0.856 4.135
N: 3.509 -0.730 -2.955
N: -0.845 -0.460 1.045
N: -0.012 -2.174 -1.335
N: -0.053 2.203 2.486
C: 3.638 0.381 -0.698
C: 0.692 3.202 3.251
C: 0.746 -1.009 -0.780
C: -0.044 -0.008 0.086
C: 4.343 -0.474 -1.790
C: -2.719 1.234 1.258
C: 1.980 -1.528 0.003
C: 0.225 -2.671 -2.563
C: 3.036 -0.474 0.443
C: -0.786 1.203 2.975
C: -3.637 0.409 0.313
C: -3.604 2.018 2.219
C: -0.704 -3.787 -3.039
C: -4.482 1.210 -0.680
C: -1.631 0.377 1.985
H: -4.225 1.335 2.825
H: 3.071 0.111 -3.286
H: 4.774 -1.420 -1.354
H: 1.099 -0.406 -1.614
H: 4.016 -1.186 -3.719
H: -0.029 2.314 1.464
H: -2.238 -0.312 2.543
H: -5.395 1.591 -0.225
H: 2.716 -1.315 -2.752
H: -4.222 2.674 1.607
H: 2.592 0.237 1.179
H: -0.624 -4.634 -2.376
H: 3.858 -0.978 0.961
H: -0.983 -1.455 1.156
H: -2.903 -0.156 -0.273
H: 0.049 3.973 3.657
H: 5.165 0.123 -2.151
H: -2.175 1.936 0.625
H: 1.660 -2.060 0.886
H: 1.156 2.749 4.122
H: -0.796 -2.516 -0.812
H: 4.416 1.011 -0.254
H: -3.929 2.034 -1.083
H: -1.735 -3.428 -3.113
H: 2.524 -2.214 -0.649
H: -3.031 2.644 2.921
H: -4.769 0.548 -1.510
H: 1.497 3.637 2.645
H: -4.204 -0.332 0.837
H: -0.369 -4.132 -4.010
H: 2.882 0.981 -1.178

Kohn-Sham gap = 8.764 eV
HOMO level = -11.6 eV
SMILES = CC[C@@H](C)[C@@H](NC(=O)[C@@H](CCCC[NH3+])NC(C)=O)C(=O)NC
2S+1 = 1
energy above the lowest of the compared OMol25 structures with the same formula, charge and spin = 0.892 eV
total charge = +1

---

Below is a structure of composition C40H41IMoN5O8SSi, with properties calculated with wB97M-V/def2-TZVPD.

Geometry (Å):
I: -2.537 1.717 1.953
Mo: 0.330 -0.289 0.338
S: 2.270 0.715 -0.909
Si: -0.211 5.114 -1.008
O: -0.726 -4.779 -0.026
O: 0.616 1.430 1.422
O: 2.712 -0.580 2.022
O: 3.162 -5.523 -2.889
O: 2.983 0.517 3.865
O: -0.582 -0.747 -5.042
O: 4.190 -1.227 3.454
O: -0.115 3.619 -0.554
N: 0.497 -1.517 -2.847
N: 1.675 2.197 1.222
N: 3.296 -0.425 3.125
N: 0.768 -2.263 -0.663
N: 1.672 -3.459 -2.469
C: -0.917 -1.251 1.977
C: 2.074 -5.444 -3.712
C: -0.470 -0.493 -2.690
C: -3.234 -0.231 2.219
C: -1.026 -0.075 -3.906
C: 0.104 -4.174 -4.246
C: 1.836 3.186 2.122
C: 1.276 -3.339 0.133
C: -1.734 1.133 -1.549
C: 0.631 5.494 -2.682
C: -2.824 -2.468 3.007
C: -2.304 1.544 -2.736
C: -1.616 -3.745 -0.438
C: -1.999 5.753 -1.255
C: 2.420 -5.391 1.624
C: 0.601 -6.197 -5.454
C: -0.707 -0.057 -6.264
C: -5.087 -1.620 2.902
C: -0.106 -2.191 2.587
C: -4.216 -2.621 3.218
C: 3.750 3.941 0.947
C: 1.253 -4.318 -3.479
C: 0.542 -4.506 0.379
C: 0.950 -2.387 -1.941
C: 2.865 4.076 2.019
C: 1.143 -5.530 1.110
C: -0.212 -5.107 -5.230
C: 3.989 -6.658 -2.998
C: -4.577 -0.389 2.446
C: 1.752 -6.371 -4.682
C: -2.303 -1.302 2.374
C: -0.590 -3.279 3.349
C: 0.572 6.393 0.182
C: 3.566 2.928 0.045
C: -0.801 0.087 -1.463
C: -1.932 -3.466 3.478
C: -1.959 0.940 -3.941
C: 2.509 2.011 0.176
C: 2.561 -3.213 0.656
C: 3.133 -4.220 1.415
H: 0.559 -6.425 1.285
H: 0.805 -1.661 -3.795
H: -6.153 -1.735 3.060
H: -1.111 -4.965 -5.814
H: -1.957 1.702 -0.666
H: 2.386 -7.230 -4.844
H: -0.387 0.983 -6.161
H: -2.453 5.272 -2.127
H: 1.650 6.227 0.262
H: 4.227 2.792 -0.799
H: 1.700 5.271 -2.627
H: -5.241 0.456 2.320
H: -2.344 -4.340 3.972
H: 0.116 -3.991 3.763
H: -0.555 -3.334 -4.081
H: 1.084 3.185 2.893
H: 4.108 -4.063 1.856
H: 3.080 -2.274 0.505
H: 4.576 4.631 0.826
H: 0.352 -6.925 -6.216
H: 0.202 4.858 -3.462
H: -2.387 1.276 -4.875
H: 2.338 -3.862 -1.826
H: 3.432 -7.574 -2.779
H: -1.580 -2.889 0.236
H: -1.409 -3.416 -1.459
H: 4.433 -6.733 -3.995
H: 2.845 -6.193 2.217
H: 0.151 6.293 1.187
H: 4.776 -6.529 -2.259
H: -1.738 -0.077 -6.633
H: 0.511 6.541 -2.985
H: -4.570 -3.546 3.663
H: -2.995 2.379 -2.734
H: 0.406 7.421 -0.158
H: 0.969 -2.137 2.448
H: -0.064 -0.569 -6.980
H: -2.616 5.502 -0.387
H: -2.606 -4.195 -0.401
H: -2.042 6.838 -1.406
H: 2.971 4.854 2.761

Kohn-Sham gap (alpha / beta) = 5.361 / 5.979 eV
expectation value of S² = 3.777
HOMO level (alpha / beta) = -1.8 / -2.5 eV
2S+1 = 4
energy above the lowest of the compared OMol25 structures with the same formula, charge and spin = 0.604 eV
total charge = -2

---

Below is a structure of composition C38H30N4O2SeSn, with properties calculated with wB97M-V/def2-TZVPD.

Geometry (Å):
Sn: -0.106 -1.776 1.273
Se: -3.494 3.404 0.624
O: -2.797 -0.439 4.031
O: -2.845 -3.631 -2.074
N: -2.706 1.380 2.575
N: -0.990 -2.873 -1.052
N: -0.979 -0.352 2.681
N: -2.445 -1.493 0.783
C: -1.760 -4.343 -2.728
C: 1.641 -1.010 -4.793
C: -3.110 -2.163 -0.170
C: 0.259 -2.779 -3.144
C: -0.481 -3.679 -2.180
C: -0.154 3.210 -1.230
C: 1.636 -2.635 -3.023
C: -5.206 -1.489 0.724
C: -2.326 -0.108 2.756
C: 0.762 -0.245 -0.019
C: 0.077 0.856 -0.727
C: -1.443 1.603 -2.455
C: 4.339 0.675 -0.145
C: 2.326 -1.756 -3.844
C: -3.135 -0.832 1.699
C: 2.010 3.291 4.623
C: 3.097 0.466 -0.742
C: 2.856 1.033 -1.994
C: 0.425 1.029 4.217
C: -0.884 0.582 -1.698
C: -1.074 2.921 -2.230
C: -4.526 -0.800 1.704
C: -1.698 -0.215 4.921
C: 0.265 -1.144 -4.915
C: -0.433 -0.209 4.018
C: 2.095 -0.374 -0.040
C: 1.344 3.109 3.420
C: -2.253 -2.896 -1.116
C: 1.100 1.214 5.420
C: 0.556 1.983 3.217
C: -3.011 2.177 1.759
C: 5.309 1.447 -0.767
C: -4.486 -2.191 -0.239
C: -0.422 -2.025 -4.093
C: 0.416 2.190 -0.487
C: 3.827 1.798 -2.620
C: 5.056 2.012 -2.008
C: 1.885 2.338 5.626
H: -5.037 -0.236 2.472
H: 0.124 4.238 -1.031
H: -6.288 -1.486 0.701
H: 3.396 -1.640 -3.730
H: 4.541 0.232 0.824
H: 2.552 -1.187 0.530
H: 1.901 0.872 -2.477
H: 1.436 3.846 2.632
H: 1.018 0.467 6.204
H: 0.208 -4.425 -1.785
H: -2.170 1.366 -3.223
H: 5.811 2.614 -2.498
H: -1.825 0.742 5.432
H: 3.623 2.232 -3.591
H: -1.157 -0.448 -1.891
H: -1.516 3.719 -2.812
H: 1.162 2.417 0.266
H: 0.039 1.834 2.279
H: -1.840 -5.392 -2.450
H: 2.177 -0.318 -5.430
H: 0.194 -1.080 4.252
H: 6.264 1.606 -0.281
H: -1.500 -2.104 -4.186
H: -0.275 -0.555 -5.644
H: 2.406 2.469 6.566
H: -4.971 -2.751 -1.025
H: 2.626 4.167 4.779
H: 2.170 -3.203 -2.270
H: -1.698 -1.021 5.652
H: -1.885 -4.237 -3.802

Kohn-Sham gap = 6.757 eV
HOMO level = -7.3 eV
2S+1 = 1
energy above the lowest of the compared OMol25 structures with the same formula, charge and spin = 0.573 eV
total charge = 0

---

Below is a cluster of 9 separate species, C6H26O8 in total at a distorted geometry, with properties calculated with wB97M-V/def2-TZVPD.

Geometry (Å):
O: -0.629 -2.905 -1.861
O: 1.482 -1.230 -1.563
O: 0.540 -3.576 0.552
O: 1.962 2.974 0.186
O: -2.928 -0.981 1.260
O: 3.527 0.916 -0.969
O: 2.159 0.788 -3.383
O: -1.178 -2.696 2.566
C: -1.918 1.913 -0.712
C: -0.556 1.050 1.153
C: 0.452 0.283 1.571
C: -0.915 1.153 -0.268
C: -2.261 2.042 -2.156
C: 0.834 0.118 3.009
H: -1.641 -3.499 2.863
H: 1.085 2.605 0.394
H: 3.057 0.091 -0.763
H: 0.767 -1.860 -1.770
H: 0.531 -0.874 3.352
H: 2.281 3.323 1.002
H: -1.846 -2.090 2.161
H: -1.699 1.377 -2.809
H: 3.050 1.665 -0.540
H: 0.380 0.870 3.654
H: -0.308 0.560 -0.947
H: -0.047 -3.255 1.285
H: -2.403 -0.591 0.550
H: 1.062 -0.288 0.880
H: -0.268 -3.389 -1.073
H: 1.597 -0.633 -2.340
H: 1.180 -2.855 0.409
H: -3.320 1.836 -2.348
H: -1.125 1.648 1.861
H: -1.486 -2.565 -1.571
H: -2.517 2.526 -0.044
H: 2.828 0.972 -2.665
H: -3.156 -0.269 1.871
H: 1.917 0.180 3.142
H: -2.115 3.062 -2.526
H: 1.624 1.607 -3.412

Kohn-Sham gap = 9.241 eV
HOMO level = -9.0 eV
SMILES = C/C=C/C=C/C.O.O.O.O.O.O.O.O
2S+1 = 1
energy above the lowest of the compared OMol25 structures with the same formula, charge and spin = 0.000 eV
total charge = 0

---

Below is a cluster of 14 separate species, H28O14 in total at a distorted geometry, with properties calculated with wB97M-V/def2-TZVPD.

Geometry (Å):
O: -4.059 1.011 -0.798
O: 4.168 -1.340 1.536
O: 0.501 -1.589 -0.059
O: -2.568 0.304 -3.180
O: 4.276 -1.128 -1.223
O: -0.296 -0.610 2.929
O: 2.678 1.913 0.320
O: 0.917 -3.300 -1.743
O: -0.763 2.295 -2.234
O: -1.838 -2.739 -1.299
O: 1.366 5.411 0.291
O: 0.412 1.186 0.422
O: -2.875 -2.046 2.763
O: -3.097 1.387 2.655
H: -3.717 0.779 2.262
H: 0.646 -2.149 0.720
H: 0.245 -2.974 -1.232
H: -0.498 1.867 -2.984
H: 3.571 -0.773 -0.658
H: 4.576 -2.190 1.759
H: 0.409 -0.037 2.599
H: -1.659 0.053 -2.777
H: 0.078 -1.052 3.687
H: -1.590 -3.672 -1.312
H: -2.812 -2.593 -1.364
H: 1.827 4.673 0.731
H: -2.307 -2.250 2.026
H: 5.015 -0.620 -1.125
H: 0.232 0.831 -0.470
H: 0.430 0.465 0.967
H: 3.202 -1.520 1.440
H: 1.251 -1.523 -0.598
H: -2.951 2.089 1.958
H: 0.866 -2.600 -2.440
H: -4.115 0.242 -0.238
H: -2.543 1.211 -3.418
H: -3.035 1.116 -0.870
H: 2.833 2.646 0.933
H: 3.565 1.465 0.182
H: 0.136 2.490 -1.890
H: -3.692 -1.746 2.280
H: 1.214 5.019 -0.549

Kohn-Sham gap = 10.381 eV
HOMO level = -10.8 eV
2S+1 = 1
energy above the lowest of the compared OMol25 structures with the same formula, charge and spin = 5.257 eV
total charge = 0

---

Below is a cluster of 2 separate species, C4H11N2 in total at a distorted geometry, with properties calculated with wB97M-V/def2-TZVPD.

Geometry (Å):
N: -1.784 -1.861 1.821
N: 0.368 0.927 -0.707
C: 0.417 2.307 -1.231
C: 1.535 0.190 -0.082
C: 0.508 -1.082 -0.095
C: -0.402 -0.092 -0.875
H: -2.637 -1.179 2.024
H: -0.397 2.312 -2.101
H: 0.193 3.132 -0.498
H: -1.226 -0.301 -1.495
H: -1.135 -1.546 2.526
H: -2.107 -2.731 2.192
H: 1.297 2.614 -1.784
H: 0.150 -1.557 0.778
H: 2.523 0.150 -0.620
H: 0.863 -2.003 -0.688
H: 1.834 0.720 0.836

Kohn-Sham gap = 9.622 eV
HOMO level = -14.1 eV
2S+1 = 1
energy above the lowest of the compared OMol25 structures with the same formula, charge and spin = 3.237 eV
total charge = +1

---

Below is a cluster of 8 separate species, C34H45N10O3P in total at a distorted geometry, with properties calculated with wB97M-V/def2-TZVPD.

Geometry (Å):
P: 3.999 -0.646 -0.652
O: 4.011 -1.559 -2.125
O: 2.977 -1.498 0.409
O: 5.468 -0.586 -0.167
N: -8.246 -7.029 -3.108
N: 2.285 7.379 6.228
N: 7.241 -0.172 5.469
N: -5.883 -1.347 -2.198
N: -3.164 2.272 -1.484
N: 0.487 3.079 -3.444
N: 3.771 3.482 3.210
N: 1.338 1.310 1.904
N: 5.329 3.987 -1.700
N: 4.516 -4.041 0.666
C: 1.402 6.613 6.942
C: 7.523 -0.585 4.194
C: -5.381 2.378 -1.452
C: 3.848 2.171 -0.110
C: -6.748 -2.056 -4.115
C: -3.579 1.505 -0.428
C: -4.952 1.556 -0.381
C: -10.034 -7.746 -2.006
C: 1.308 2.401 0.855
C: 2.736 3.087 0.602
C: -1.188 2.706 -4.853
C: -0.139 1.799 -5.145
C: -10.463 -6.923 -3.076
C: 3.319 1.072 -1.154
C: 0.879 2.050 -4.259
C: -9.339 -6.497 -3.741
C: -4.256 2.804 -2.117
C: -6.291 -2.637 -1.992
C: 5.139 -4.820 -0.272
C: 1.455 5.333 6.446
C: 3.688 -6.088 0.885
C: -6.152 -0.986 -3.491
C: 3.634 -4.806 1.380
C: 6.645 0.040 3.342
C: 6.188 0.703 5.441
C: 4.817 3.193 -0.929
C: 5.799 0.857 4.133
C: -0.775 3.481 -3.796
C: 4.642 -6.096 -0.161
C: 3.324 3.450 2.077
C: -6.836 -3.103 -3.164
C: -8.662 -7.796 -2.052
C: 2.409 5.325 5.397
C: 2.906 6.600 5.288
H: -7.286 -6.880 -3.378
H: 7.732 -0.467 6.298
H: 2.452 8.363 6.373
H: -6.161 -3.112 -1.030
H: 4.994 1.487 3.784
H: -6.399 2.631 -1.709
H: -5.899 -0.001 -3.854
H: 5.808 1.141 6.353
H: 4.736 -1.209 -2.694
H: -7.082 -2.082 -5.142
H: 8.323 -1.285 4.003
H: 3.837 1.301 -2.170
H: -9.222 -5.862 -4.607
H: 0.814 7.044 7.738
H: 1.039 3.477 -2.701
H: 6.615 -0.078 2.268
H: -1.268 4.283 -3.266
H: 0.872 4.494 6.799
H: 4.542 1.670 0.675
H: -7.947 -8.309 -1.426
H: -7.251 -4.088 -3.320
H: 0.339 1.044 2.001
H: 5.880 -4.400 -0.936
H: -2.864 0.993 0.198
H: 4.934 -6.942 -0.766
H: 0.624 3.227 1.310
H: 1.908 0.509 1.590
H: -11.481 -6.671 -3.332
H: 0.767 2.073 -0.117
H: 1.848 1.587 -4.138
H: -10.659 -8.247 -1.281
H: 3.646 7.021 4.623
H: -4.139 3.438 -2.983
H: 2.066 -1.614 0.042
H: 2.658 4.107 0.051
H: -0.131 1.045 -5.919
H: -5.449 -0.754 -1.506
H: -2.139 2.782 -5.358
H: 2.196 1.074 -1.369
H: 3.105 -6.926 1.239
H: -5.578 1.055 0.343
H: 4.683 -3.055 0.810
H: -2.204 2.421 -1.755
H: 2.700 4.479 4.790
H: 3.044 -4.375 2.174

Kohn-Sham gap = 7.317 eV
HOMO level = -8.0 eV
SMILES = N#C[C@H](CN)[C@H](C#N)CP(=O)(O)O.c1cc[nH]c1.c1cc[nH]c1.c1cc[nH]c1.c1cc[nH]c1.c1cc[nH]c1.c1cc[nH]c1.c1cc[nH]c1
2S+1 = 1
total charge = 0

---

Below is the ion C11H16N with charge +1 at a distorted geometry, with properties calculated with wB97M-V/def2-TZVPD.

Geometry (Å):
N: 0.866 -0.920 -0.585
C: -0.383 -0.229 -0.647
C: 2.724 3.277 -0.036
C: -1.373 -0.798 0.528
C: -1.665 -2.232 0.023
C: -0.079 1.208 -0.426
C: 1.426 1.190 0.121
C: 2.368 2.141 -0.554
C: -0.778 -3.362 0.356
C: -0.886 2.407 -0.608
C: -2.144 -3.297 0.961
C: 1.763 -0.216 -0.047
H: -2.800 -3.982 0.604
H: -2.094 -3.183 2.061
H: 2.288 3.443 1.008
H: -0.775 -0.408 -1.672
H: -2.193 -0.041 0.671
H: 3.361 4.028 -0.610
H: -1.616 2.472 0.205
H: -0.330 3.365 -0.274
H: -0.450 -4.024 -0.380
H: 0.200 -3.169 0.813
H: -2.076 -2.396 -1.011
H: -1.313 2.313 -1.543
H: 2.643 2.047 -1.628
H: 1.431 1.591 1.087
H: 2.728 -0.541 0.168
H: -0.843 -0.684 1.418

Kohn-Sham gap = 7.324 eV
HOMO level = -13.5 eV
2S+1 = 1
energy above the lowest of the compared OMol25 structures with the same formula, charge and spin = 4.832 eV
total charge = +1

---

Below is a structure of composition C5H6AuCl2O4Ti at a distorted geometry, with properties calculated with wB97M-V/def2-TZVPD.

Geometry (Å):
Au: 3.201 2.231 1.520
Ti: -0.060 -0.943 -0.552
Cl: 1.066 -2.793 -0.846
Cl: 1.342 1.583 2.567
O: 4.829 4.624 2.647
O: 5.966 2.706 0.082
O: -1.913 -0.556 0.062
O: 0.833 1.085 -2.659
C: -3.624 -2.333 -0.210
C: 0.498 0.320 -1.826
C: 4.348 3.751 2.058
C: 4.932 2.603 0.598
C: -2.540 -1.480 -0.886
H: -2.956 -0.913 -1.721
H: -4.052 -2.987 -0.976
H: -3.213 -2.967 0.568
H: -4.411 -1.706 0.201
H: -1.739 -2.154 -1.280
H: -2.506 -0.071 0.654

Kohn-Sham gap (alpha / beta) = 7.886 / 3.862 eV
expectation value of S² = 3.769
HOMO level (alpha / beta) = -24.9 / -24.9 eV
2S+1 = 4
total charge = +4